17 unconnected molecules or ions with the total composition H34O17 at a distorted geometry, computed with wB97M-V/def2-TZVPD.

Values from the calculation:
ΔE to the lowest compared entry with this formula, charge and spin   2.047 eV
E_tot   -35359.96473 eV

Bonds (Å) are listed after each position.
Atoms and positions in Å:
1 O -2.875 2.563 -0.183  H2 0.968, H3 0.974
2 H -2.077 2.204 -0.596  O1 0.968
3 H -3.140 3.354 -0.686  O1 0.974
4 O -0.253 0.113 0.337  H5 0.953, H6 0.964
5 H -0.571 -0.783 0.270  O4 0.953
6 H 0.099 0.208 -0.555  O4 0.964
7 O 1.764 1.785 -2.771  H8 0.963, H9 0.933
8 H 1.534 0.867 -2.950  O7 0.963
9 H 1.137 2.060 -2.137  O7 0.933
10 O -0.179 2.536 -1.055  H11 0.938, H12 0.970
11 H 0.153 2.606 -0.180  O10 0.938
12 H -0.463 3.461 -1.120  O10 0.970
13 O 3.131 -0.440 -1.078  H14 0.976, H15 0.942
14 H 3.078 0.436 -0.651  O13 0.976
15 H 3.792 -0.471 -1.748  O13 0.942
16 O 1.126 1.693 2.291  H17 0.975, H18 0.956
17 H 1.332 2.115 3.146  O16 0.975
18 H 0.805 0.824 2.529  O16 0.956
19 O 2.997 2.034 0.074  H20 0.926, H21 0.990
20 H 2.903 2.955 0.045  O19 0.926
21 H 2.319 1.724 0.726  O19 0.990
22 O 0.526 -0.863 -2.937  H23 0.962, H24 0.971
23 H 0.219 -0.651 -3.824  O22 0.962
24 H 1.496 -0.892 -2.967  O22 0.971
25 O 2.544 -0.809 1.657  H26 0.969, H27 0.957
26 H 1.869 -1.315 1.181  O25 0.969
27 H 2.735 -1.407 2.379  O25 0.957
28 O -2.533 0.620 1.915  H29 1.004, H30 0.939
29 H -2.145 0.715 2.836  O28 1.004
30 H -1.848 0.812 1.302  O28 0.939
31 O -1.303 -2.706 -2.237  H32 1.009, H33 0.974
32 H -0.491 -2.115 -2.329  O31 1.009
33 H -1.266 -3.234 -1.419  O31 0.974
34 O -2.553 -0.520 -1.711  H35 0.966, H36 0.944
35 H -2.090 0.236 -2.095  O34 0.966
36 H -2.077 -1.298 -1.954  O34 0.944
37 O -1.102 -3.966 0.167  H38 0.953, H39 0.950
38 H -1.030 -4.849 -0.183  O37 0.953
39 H -0.251 -3.752 0.532  O37 0.950
40 O -0.128 -0.730 3.301  H41 0.925, H42 0.945
41 H -0.319 -1.414 2.708  O40 0.925
42 H 0.732 -1.038 3.542  O40 0.945
43 O -0.800 3.454 1.462  H44 0.961, H45 0.947
44 H -1.629 3.222 1.034  O43 0.961
45 H -0.301 2.678 1.676  O43 0.947
46 O -2.920 -2.063 1.535  H47 0.972, H48 0.897
47 H -2.811 -1.116 1.723  O46 0.972
48 H -3.229 -2.284 0.722  O46 0.897
49 O 1.107 -2.152 -0.311  H50 0.952, H51 0.948
50 H 1.407 -2.958 -0.720  O49 0.952
51 H 1.584 -1.440 -0.716  O49 0.948

17 unconnected molecules or ions with the total composition H34O17 at a distorted geometry, computed with wB97M-V/def2-TZVPD.

Values from the calculation:
ΔE to the lowest compared entry with this formula, charge and spin   3.376 eV
E_tot   -35358.63580 eV

Bonds (Å) are listed after each position.
Atoms and positions in Å:
1 O -1.424 2.096 1.023  H2 0.977, H3 0.973
2 H -2.147 1.440 1.037  O1 0.977
3 H -1.548 2.176 1.984  O1 0.973
4 O -4.426 0.052 -0.676  H5 0.960, H6 0.956
5 H -4.237 0.294 -1.586  O4 0.960
6 H -5.213 -0.485 -0.601  O4 0.956
7 O -3.879 -1.668 2.402  H8 0.969, H9 0.957
8 H -3.470 -2.534 2.256  O7 0.969
9 H -3.143 -1.310 2.899  O7 0.957
10 O -3.768 3.417 -0.696  H11 0.958, H12 0.981
11 H -3.495 3.022 -1.525  O10 0.958
12 H -3.872 2.610 -0.148  O10 0.981
13 O 5.998 -1.290 -0.983  H14 0.978, H15 0.961
14 H 6.018 -0.314 -1.036  O13 0.978
15 H 5.060 -1.387 -0.799  O13 0.961
16 O -2.279 0.321 -2.855  H17 0.960, H18 0.974
17 H -2.754 -0.233 -3.479  O16 0.960
18 H -1.816 -0.284 -2.248  O16 0.974
19 O 2.034 -1.547 -2.042  H20 0.959, H21 0.967
20 H 2.958 -1.523 -2.298  O19 0.959
21 H 2.122 -1.816 -1.118  O19 0.967
22 O -0.774 -1.199 -1.035  H23 0.967, H24 0.972
23 H 0.075 -0.737 -1.087  O22 0.967
24 H -0.432 -1.953 -1.544  O22 0.972
25 O 1.544 1.239 1.926  H26 0.959, H27 0.961
26 H 0.997 1.242 2.714  O25 0.959
27 H 1.011 0.801 1.258  O25 0.961
28 O 0.388 3.817 -1.006  H29 0.956, H30 0.963
29 H 0.033 4.537 -1.526  O28 0.956
30 H -0.246 3.626 -0.306  O28 0.963
31 O -0.265 -3.676 1.282  H32 0.960, H33 0.964
32 H -0.227 -2.725 1.412  O31 0.960
33 H 0.532 -3.934 1.759  O31 0.964
34 O -0.165 -1.150 -4.773  H35 0.957, H36 0.959
35 H 0.073 -1.507 -3.919  O34 0.957
36 H -0.474 -0.244 -4.710  O34 0.959
37 O 1.885 -3.779 4.281  H38 0.958, H39 0.951
38 H 2.667 -3.812 3.729  O37 0.958
39 H 1.189 -4.363 3.998  O37 0.951
40 O 4.973 1.235 -0.722  H41 0.946, H42 0.958
41 H 4.613 1.286 -1.596  O40 0.946
42 H 4.368 1.493 -0.025  O40 0.958
43 O -4.672 2.164 1.401  H44 0.958, H45 0.965
44 H -4.369 2.474 2.256  O43 0.958
45 H -4.785 1.207 1.431  O43 0.965
46 O 4.154 -0.280 2.038  H47 0.965, H48 0.948
47 H 3.449 0.362 1.893  O46 0.965
48 H 3.931 -0.726 2.845  O46 0.948
49 O 1.438 0.812 -0.670  H50 0.963, H51 0.975
50 H 1.791 1.699 -0.541  O49 0.963
51 H 0.579 1.057 -0.279  O49 0.975

17 unconnected molecules or ions with the total composition H34O17 at a distorted geometry, computed with wB97M-V/def2-TZVPD.

Values from the calculation:
ΔE to the lowest compared entry with this formula, charge and spin   1.314 eV
E_tot   -35360.69694 eV

Bonds (Å) are listed after each position.
Atoms and positions in Å:
1 O -10.683 8.602 -16.555  H2 0.938, H3 0.946
2 H -10.364 9.359 -16.102  O1 0.938
3 H -10.855 8.921 -17.429  O1 0.946
4 O -8.160 7.888 -17.565  H5 0.943, H6 0.981
5 H -8.974 7.527 -17.875  O4 0.943
6 H -8.367 8.734 -17.114  O4 0.981
7 O -6.799 7.358 -12.922  H8 0.929, H9 0.957
8 H -6.356 7.611 -12.146  O7 0.929
9 H -6.755 6.403 -12.955  O7 0.957
10 O -5.253 10.163 -12.103  H11 0.940, H12 0.982
11 H -6.138 10.457 -11.984  O10 0.940
12 H -4.777 10.486 -11.307  O10 0.982
13 O -7.221 12.186 -16.494  H14 0.971, H15 0.938
14 H -6.474 11.662 -16.161  O13 0.971
15 H -6.823 12.799 -17.082  O13 0.938
16 O -5.633 8.808 -17.492  H17 0.963, H18 0.986
17 H -6.470 8.743 -17.020  O16 0.963
18 H -5.461 9.690 -17.898  O16 0.986
19 O -9.199 6.995 -14.654  H20 0.968, H21 0.998
20 H -8.666 6.683 -15.400  O19 0.968
21 H -9.920 7.459 -15.164  O19 0.998
22 O -7.790 10.905 -12.544  H23 1.014, H24 0.966
23 H -8.340 10.101 -12.264  O22 1.014
24 H -7.948 11.428 -11.747  O22 0.966
25 O -5.431 10.830 -14.703  H26 0.964, H27 0.966
26 H -4.746 10.341 -15.174  O25 0.964
27 H -5.131 10.657 -13.801  O25 0.966
28 O -7.433 5.694 -16.440  H29 0.976, H30 0.974
29 H -7.644 6.518 -16.919  O28 0.976
30 H -6.739 6.060 -15.863  O28 0.974
31 O -7.593 9.293 -15.123  H32 0.991, H33 0.978
32 H -7.501 8.355 -14.817  O31 0.991
33 H -6.793 9.731 -14.770  O31 0.978
34 O -4.056 7.967 -13.134  H35 0.955, H36 0.978
35 H -4.915 7.749 -13.489  O34 0.955
36 H -4.286 8.576 -12.404  O34 0.978
37 O -8.931 10.531 -17.720  H38 0.917, H39 0.967
38 H -9.452 10.971 -18.333  O37 0.917
39 H -8.478 11.225 -17.221  O37 0.967
40 O -9.914 10.807 -15.172  H41 0.986, H42 1.004
41 H -10.510 10.523 -14.440  O40 0.986
42 H -9.065 10.271 -15.167  O40 1.004
43 O -7.390 13.195 -13.844  H44 0.981, H45 0.947
44 H -7.593 12.258 -13.634  O43 0.981
45 H -7.392 13.169 -14.791  O43 0.947
46 O -9.177 8.631 -12.255  H47 0.978, H48 0.963
47 H -8.388 8.213 -12.654  O46 0.978
48 H -9.110 8.495 -11.304  O46 0.963
49 O -5.218 7.045 -15.498  H50 0.978, H51 0.982
50 H -4.665 6.365 -15.931  O49 0.978
51 H -5.161 7.794 -16.131  O49 0.982

Number 1 is which compound? H34O17

The lowest E_tot belongs to which entry? number 3